A cluster of 2 separate species, BrH4N2OP in total in a non-equilibrium geometry. Source: OMol25; level of theory: the ωB97M-V functional and the def2-TZVPD basis.

Properties
orbital gap: 10.36 eV
LUMO level: -0.1 eV
DFT total energy: -84424.302 eV
energy relative to the best compared isomer or geometry (same formula, charge and spin): 109.2 kJ/mol

Structure (ORCA input):
```
! RIJCOSX wB97M-V def2-TZVPD def2/J DEFGRID3
* xyz 0 1
N -1.840 0.236 -1.392
N -0.308 2.154 -0.377
O 0.420 -0.369 0.003
P -0.614 0.554 -0.470
Br 3.351 -3.650 1.929
H -1.797 -0.746 -1.654
H 0.042 2.455 0.515
H -1.148 2.680 -0.332
H 1.893 -3.314 1.778
*
```

Quick look at the Löwdin charges, all values in e: -0.19, -0.07, -0.34, 0.51, 0.22, -0.02, 0.06, 0.05, -0.22

***

A structure of composition C4H8NO2 in a non-equilibrium geometry. Source: OMol25; level of theory: the ωB97M-V functional and the def2-TZVPD basis.

Properties
orbital gap: 6.05 eV
LUMO level: 3.4 eV
DFT total energy: -9858.286 eV
energy relative to the best compared isomer or geometry (same formula, charge and spin): 627.2 kJ/mol

Structure (ORCA input):
```
! RIJCOSX wB97M-V def2-TZVPD def2/J DEFGRID3
* xyz -1 1
C -2.284 -0.270 0.613
C -1.000 0.243 0.095
N 0.030 0.338 0.972
C 1.253 0.675 0.285
C 2.025 -0.452 -0.510
O 3.403 -0.295 -0.544
O -1.204 0.617 -1.268
H -2.115 -1.245 1.021
H -2.975 -0.276 -0.210
H -2.569 0.357 1.395
H -0.747 -0.429 -0.819
H 1.063 1.446 -0.449
H 1.919 1.112 0.958
H 1.688 -1.362 -0.002
H 1.514 -0.459 -1.537
*
```

Quick look at the Löwdin charges, all values in e: -0.05, -0.56, 0.11, -0.27, -0.49, -0.38, -0.05, 0.07, 0.07, 0.06, 0.17, 0.09, 0.07, 0.06, 0.09

***

A cluster of 12 separate species, C4H31NO13 in total in a non-equilibrium geometry. Source: OMol25; level of theory: the ωB97M-V functional and the def2-TZVPD basis.

Properties
orbital gap: 9.55 eV
LUMO level: -0.1 eV
DFT total energy: -32755.637 eV
energy relative to the best compared isomer or geometry (same formula, charge and spin): 618.6 kJ/mol

Structure (ORCA input):
```
! RIJCOSX wB97M-V def2-TZVPD def2/J DEFGRID3
* xyz 0 1
C -0.050 1.925 -0.774
C 0.965 1.121 -1.608
N 1.520 0.066 -0.671
C 0.819 -1.193 -0.689
C 0.977 -1.713 0.723
O 2.073 -2.567 1.016
O 0.101 -1.486 1.538
H 0.260 3.107 -0.807
H -0.302 1.552 0.180
H -1.092 1.815 -1.316
H 1.719 1.802 -1.948
H 0.402 0.767 -2.556
H 2.462 0.026 -1.085
H -0.186 -1.012 -0.896
H 1.353 -1.888 -1.268
H 2.309 -2.456 1.989
H -3.093 -2.634 -0.394
H -2.435 -1.853 0.686
O -2.320 -2.104 -0.226
H -3.082 0.329 3.140
H -3.206 1.189 1.977
O -3.526 0.293 2.295
H -2.824 -0.491 -4.595
H -1.883 -0.895 -3.546
O -1.867 -0.612 -4.502
H 3.799 -0.680 1.622
H 4.667 0.504 2.014
O 3.780 0.281 1.870
H -3.931 -0.255 -0.574
H -2.418 0.031 -0.138
O -3.296 0.417 -0.584
H 2.565 2.034 -3.544
H 2.003 1.674 -4.932
O 2.049 2.391 -4.266
H -1.767 -0.896 4.323
H -2.239 -2.025 3.421
O -2.411 -1.439 4.078
H 3.691 2.133 0.651
H 4.566 2.536 -0.453
O 4.464 2.690 0.470
H -0.056 -1.196 3.758
H 1.060 -0.468 4.474
O 0.204 -0.808 4.549
H 0.680 -0.466 -4.014
H 0.682 -1.853 -4.134
O 1.267 -1.045 -4.231
H -4.237 3.350 1.296
H -3.441 2.355 0.385
O -3.384 3.058 1.129
*
```

Quick look at the Löwdin charges, all values in e: -0.09, -0.26, -0.04, -0.13, -0.41, 0.05, 0.09, 0.13, 0.03, 0.08, 0.06, 0.11, 0.12, 0.09, 0.11, 0.14, 0.05, 0.02, -0.04, 0.01, 0.02, -0.09, 0.04, 0.05, -0.07, 0.05, 0.01, -0.05, 0.00, 0.09, -0.10, 0.00, 0.06, -0.06, -0.06, -0.01, 0.05, 0.01, 0.01, -0.05, -0.04, 0.02, 0.00, -0.13, 0.09, 0.00, 0.00, 0.06, -0.06

***

A structure of composition C42H36N3P2SbSe4Tc in a non-equilibrium geometry. Source: OMol25; level of theory: the ωB97M-V functional and the def2-TZVPD basis.

Properties
orbital gap: 6.55 eV
LUMO level: -3.8 eV
DFT total energy: -337303.858 eV
energy relative to the best compared isomer or geometry (same formula, charge and spin): 0.0 kJ/mol

Structure (ORCA input):
```
! RIJCOSX wB97M-V def2-TZVPD def2/J DEFGRID3
* xyz 1 1
Tc 0.223 -0.423 0.709
N -0.537 2.071 -0.647
P 1.023 1.323 -0.710
C 2.072 2.741 -0.285
C 3.296 2.954 -0.905
C 4.142 3.958 -0.455
C 3.766 4.754 0.615
C 2.535 4.559 1.229
C 1.697 3.553 0.787
C 1.346 1.015 -2.466
C 1.331 2.053 -3.397
C 1.507 1.788 -4.739
C 1.711 0.482 -5.168
C 1.729 -0.556 -4.251
C 1.541 -0.291 -2.903
P -1.655 0.796 -0.467
C -2.326 0.579 -2.125
C -3.100 1.589 -2.698
C -3.414 1.531 -4.043
C -2.959 0.471 -4.817
C -2.209 -0.544 -4.246
C -1.892 -0.492 -2.898
C -2.975 1.481 0.563
C -2.672 2.427 1.539
C -3.665 2.888 2.386
C -4.956 2.395 2.276
C -5.258 1.439 1.318
C -4.269 0.977 0.466
H -0.755 2.860 -1.252
H 3.604 2.330 -1.733
H 5.098 4.108 -0.937
H 4.432 5.525 0.973
H 2.241 5.181 2.063
H 0.751 3.380 1.288
H 1.192 3.077 -3.069
H 1.497 2.597 -5.455
H 1.866 0.280 -6.217
H 1.896 -1.571 -4.581
H 1.563 -1.099 -2.185
H -3.459 2.416 -2.094
H -4.010 2.313 -4.491
H -3.195 0.439 -5.872
H -1.866 -1.373 -4.847
H -1.302 -1.284 -2.448
H -1.664 2.814 1.619
H -3.432 3.633 3.133
H -5.732 2.762 2.933
H -6.265 1.056 1.232
H -4.510 0.236 -0.289
N -1.068 -1.864 1.795
C -1.558 -2.853 0.868
C -2.929 -3.037 0.744
C -3.427 -3.981 -0.137
C -2.546 -4.737 -0.894
C -1.184 -4.533 -0.780
C -0.654 -3.591 0.100
C 0.809 -3.357 0.150
C 1.655 -4.462 0.054
C 3.024 -4.306 -0.071
C 3.555 -3.030 -0.151
C 2.721 -1.930 -0.033
C 1.348 -2.057 0.160
H -1.874 -1.402 2.208
H -0.542 -2.275 2.565
H -3.605 -2.448 1.353
H -4.494 -4.131 -0.223
H -2.921 -5.479 -1.583
H -0.505 -5.105 -1.396
H 1.231 -5.457 0.095
H 3.666 -5.174 -0.122
H 4.618 -2.883 -0.299
H 3.154 -0.943 -0.095
N 1.158 -0.002 2.219
C 0.637 -0.393 3.501
C -0.368 0.353 4.103
C -0.870 -0.047 5.333
C -0.371 -1.178 5.958
C 0.633 -1.921 5.352
C 1.140 -1.537 4.120
H -0.737 1.246 3.613
H -1.643 0.539 5.812
H -0.763 -1.483 6.917
H 1.030 -2.798 5.844
H 1.924 -2.103 3.633
Se 5.533 -0.098 -1.254
Sb 5.849 0.547 0.948
Se 2.671 1.028 2.548
Se 7.281 2.142 1.792
Se 4.439 -0.457 2.813
*
```

Quick look at the Löwdin charges, all values in e: 0.96, -0.35, 0.85, -0.40, -0.12, -0.07, -0.06, -0.08, -0.17, -0.36, -0.09, -0.07, -0.06, -0.07, -0.10, 0.90, -0.36, -0.09, -0.06, -0.06, -0.06, -0.09, -0.37, -0.10, -0.07, -0.06, -0.07, -0.10, 0.08, 0.07, 0.12, 0.11, 0.11, 0.08, 0.11, 0.11, 0.11, 0.11, 0.07, 0.11, 0.11, 0.11, 0.11, 0.10, 0.08, 0.11, 0.11, 0.11, 0.11, 0.01, -0.25, -0.03, -0.07, -0.07, -0.02, -0.14, -0.20, -0.04, -0.06, -0.10, -0.20, -0.22, 0.10, 0.10, 0.11, 0.11, 0.11, 0.12, 0.12, 0.11, 0.08, -0.01, -0.61, -0.48, -0.06, -0.07, -0.07, -0.06, -0.08, 0.10, 0.11, 0.11, 0.11, 0.10, 0.10, 0.08, 0.60, 0.04, 0.14

***

A structure of composition C32H44CoN4P2Si in a non-equilibrium geometry. Source: OMol25; level of theory: the ωB97M-V functional and the def2-TZVPD basis.

Properties
orbital gap (alpha / beta): 5.33 / 8.43 eV
LUMO level (alpha / beta): 0.4 / 0.2 eV
DFT total energy: -103934.427 eV
energy relative to the best compared isomer or geometry (same formula, charge and spin): 0.0 kJ/mol

Structure (ORCA input):
```
! RIJCOSX wB97M-V def2-TZVPD def2/J DEFGRID3
* xyz 0 4
Co 0.495 -0.303 2.811
C -0.638 1.354 3.295
C -1.237 0.466 2.370
C -1.184 0.737 0.894
C -0.054 0.050 0.101
C 1.251 0.017 0.852
C 1.720 1.102 1.596
C 1.088 2.448 1.670
C 0.049 2.598 2.835
C 1.376 -1.743 4.095
H -0.944 1.373 4.359
H -2.012 -0.252 2.680
H -1.129 1.834 0.786
H -2.147 0.428 0.467
H -0.359 -0.968 -0.205
H 0.079 0.560 -0.873
H 1.993 -0.707 0.518
H 2.768 1.054 1.891
H 0.628 2.757 0.712
H 1.893 3.165 1.907
H 0.586 3.037 3.685
H -0.706 3.329 2.519
H 2.460 -1.615 4.284
H 1.297 -1.659 2.932
H 1.075 -2.780 4.249
P 1.826 -1.005 -2.773
P -1.998 -0.511 -2.522
N 3.167 0.065 -3.238
N 2.276 -2.251 -3.979
N -2.124 1.243 -2.894
N -3.554 -0.889 -3.290
C 0.542 -0.215 -3.851
C -0.815 -0.953 -3.895
C 4.076 0.516 -2.265
C 5.042 1.284 -2.892
C 4.724 1.326 -4.290
C 3.545 0.613 -4.470
C 2.417 -3.589 -3.591
C 2.803 -4.332 -4.696
C 2.893 -3.437 -5.814
C 2.523 -2.175 -5.356
C -1.884 2.150 -1.857
C -1.829 3.434 -2.347
C -2.045 3.341 -3.756
C -2.168 1.992 -4.074
C -4.283 -0.231 -4.288
C -5.180 -1.121 -4.863
C -5.075 -2.357 -4.148
C -4.096 -2.185 -3.183
H 0.950 -0.122 -4.876
H 0.416 0.797 -3.434
H -1.339 -0.770 -4.860
H -0.671 -2.046 -3.826
H 3.925 0.257 -1.224
H 5.879 1.758 -2.403
H 5.288 1.793 -5.083
H 2.928 0.508 -5.357
H 2.230 -3.861 -2.557
H 3.003 -5.391 -4.712
H 3.204 -3.660 -6.822
H 2.412 -1.249 -5.902
H -1.793 1.775 -0.867
H -1.672 4.328 -1.758
H -2.128 4.160 -4.449
H -2.339 1.519 -5.024
H -4.123 0.805 -4.508
H -5.824 -0.906 -5.697
H -5.651 -3.249 -4.336
H -3.710 -2.843 -2.429
C 0.714 -0.698 8.738
Si -0.596 -0.034 7.608
C -2.173 -0.978 8.006
C -0.938 1.784 7.899
C -0.124 -0.305 5.818
C 0.513 -0.832 4.855
H 0.429 -0.620 9.791
H 1.671 -0.181 8.627
H 0.898 -1.761 8.550
H -2.256 -1.116 9.098
H -3.068 -0.439 7.663
H -2.164 -1.968 7.525
H -0.190 2.387 7.370
H -1.925 2.080 7.518
H -0.906 2.079 8.959
*
```

Quick look at the Löwdin charges, all values in e: 0.39, -0.20, -0.22, -0.23, -0.26, -0.23, -0.17, -0.18, -0.19, -0.13, 0.09, 0.12, 0.09, 0.10, 0.08, 0.06, 0.08, 0.10, 0.11, 0.11, 0.11, 0.11, 0.11, 0.05, 0.10, 1.12, 1.13, -0.26, -0.27, -0.24, -0.27, -0.39, -0.38, -0.15, -0.10, -0.09, -0.14, -0.16, -0.11, -0.08, -0.14, -0.16, -0.08, -0.08, -0.17, -0.14, -0.09, -0.10, -0.16, 0.06, 0.07, 0.09, 0.07, 0.09, 0.09, 0.09, 0.08, 0.09, 0.09, 0.09, 0.08, 0.04, 0.09, 0.09, 0.10, 0.08, 0.09, 0.09, 0.09, -0.19, 0.44, -0.20, -0.20, -0.05, -0.22, 0.03, 0.03, 0.04, 0.03, 0.03, 0.03, 0.03, 0.03, 0.03